# 1
C23H52CrO3P4Se | ωB97M-V/def2-TZVPD

Results
**Kohn-Sham gap (alpha / beta)**: 0.1194 / 0.2142 Ha
**Total energy**: -161732.0025 eV
**Max |F|**: 0.0894 Eh/bohr
**Spin multiplicity**: 4
**LUMO level (alpha / beta)**: -11.9 / -10.6 eV
**Charge**: +3
**<S²>**: 4.106

Each line ends with the Löwdin spin population.
CARTESIAN COORDINATES (ANGSTROEM)
Cr 1.2550 -1.2251 1.1860  2.503
P 1.1943 0.2306 2.9325  -0.026
P 2.6098 -0.1144 -0.2546  -0.024
P -0.8878 -1.9276 1.0738  -0.020
H 0.2567 -1.1640 -4.1395  0.023
C -0.6106 -1.2286 -3.4565  0.122
C -1.5616 -0.1149 -3.5987  0.687
H -1.1775 0.9028 -3.6204  0.036
C 2.2307 -0.4032 4.2972  0.001
C 1.8033 1.9351 2.7340  -0.005
C -0.4032 0.5333 3.7525  0.002
C 2.8095 -0.8695 -1.8966  -0.003
C 2.4457 1.6443 -0.6679  -0.007
C 4.3030 -0.2560 0.4234  0.009
C -1.3204 -2.9882 -0.3320  -0.005
C -2.3011 -0.8030 1.1754  -0.004
C -1.0928 -3.0644 2.4885  0.011
H -1.0935 -2.2107 -3.5999  -0.001
H -2.5987 -0.3118 -3.8629  0.038
H 1.9951 0.1587 5.2117  -0.001
H 3.2920 -0.2801 4.0490  0.000
H 2.0363 -1.4709 4.4525  0.000
H 1.7978 2.4268 3.7169  -0.003
H 1.1441 2.4875 2.0526  0.000
H 2.8263 1.9403 2.3418  0.000
H -0.2117 1.0398 4.7085  -0.001
H -0.9329 -0.4060 3.9465  0.000
H -1.0257 1.1764 3.1180  0.000
H 3.6822 -0.4179 -2.3865  -0.002
H 1.9167 -0.6949 -2.5112  0.002
H 2.9771 -1.9489 -1.8087  0.000
H 3.1204 1.8762 -1.5041  -0.002
H 2.7122 2.2743 0.1877  0.000
H 1.4176 1.8816 -0.9689  0.000
H 5.0216 -0.1558 -0.4013  0.002
H 4.4304 -1.2400 0.8949  -0.004
H 4.4919 0.5242 1.1709  0.000
H -2.1727 -3.6184 -0.0458  -0.002
H -0.4765 -3.6352 -0.5981  0.000
H -1.5876 -2.3760 -1.2028  0.002
H -3.2053 -1.3353 0.8476  -0.001
H -2.1458 0.0720 0.5271  0.000
H -2.4441 -0.4500 2.2035  0.000
H -1.9203 -3.7469 2.2547  0.003
H -1.3134 -2.5122 3.4093  0.000
H -0.1736 -3.6481 2.6339  -0.003
C 2.2975 -4.4268 0.3656  -0.011
C 1.9001 -4.2941 -0.9697  -0.016
C 1.8933 -5.4146 -1.8146  0.000
C 2.2976 -6.6661 -1.3347  -0.037
C 2.7084 -6.7959 0.0034  0.003
C 2.7068 -5.6812 0.8468  -0.027
Se 2.3342 -2.9220 1.6731  -0.282
H -0.1569 -1.2407 -2.3424  0.042
H 1.5919 -3.3140 -1.3446  0.001
H 1.5687 -5.2996 -2.8507  0.001
H 2.2967 -7.5344 -1.9955  -0.002
H 3.0323 -7.7612 0.3912  0.001
H 3.0225 -5.7654 1.8872  -0.001
C -4.9850 2.0511 -1.7964  0.001
C -3.5054 2.2586 -2.0030  0.011
O -2.9257 2.4188 -0.6752  -0.006
P -1.3153 2.3224 -0.3539  -0.007
O -1.1459 3.3559 0.9099  -0.002
C -1.9857 4.5059 1.2549  0.000
C -3.3345 4.1298 1.8075  0.000
O -0.6386 3.0939 -1.6317  -0.002
C -0.6889 4.5220 -1.9200  0.000
C 0.0718 4.7327 -3.2021  0.000
H -5.1812 1.1057 -1.2792  0.000
H -5.4815 2.0255 -2.7692  0.000
H -5.4295 2.8657 -1.2143  0.000
H -3.0484 1.4070 -2.5347  0.010
H -3.3269 3.1810 -2.5752  0.000
H -1.3938 5.0460 1.9999  0.000
H -2.0744 5.1519 0.3713  0.000
H -4.0110 3.8033 1.0120  0.000
H -3.2580 3.3451 2.5664  0.000
H -3.7725 5.0157 2.2765  0.000
H -1.7389 4.8332 -2.0250  0.000
H -0.2261 5.0705 -1.0882  0.000
H -0.4049 4.2065 -4.0346  0.000
H 0.0903 5.7993 -3.4374  0.000
H 1.1040 4.3829 -3.1077  0.000

=====

# 2
C2H3F3Si | ωB97M-V/def2-TZVPD

Results
**Kohn-Sham gap (alpha / beta)**: 0.3597 / 0.2952 Ha
**Total energy**: -18152.9852 eV
**Max |F|**: 0.0259 Eh/bohr
**Spin multiplicity**: 3
**LUMO level (alpha / beta)**: 1.1 / -2.7 eV
**Charge**: 0
**<S²>**: 2.012
**ΔE to the lowest compared entry with this formula, charge and spin**: 57.57 kJ/mol

Each line ends with the Löwdin spin population.
CARTESIAN COORDINATES (ANGSTROEM)
C -0.2914 0.4001 0.0857  0.128
C 0.4630 -0.6389 0.1637  0.783
F 4.3783 0.5378 1.4262  0.122
F 4.8290 -1.3214 -0.1967  0.124
F 4.5638 1.0338 -1.0258  0.125
Si 3.9375 -0.0102 -0.0003  0.594
H -1.3776 0.3261 0.0600  0.036
H 0.0733 1.4122 0.0449  0.024
H 0.4197 -1.6973 0.2005  0.063

=====

# 3
C10H16NOPS | ωB97M-V/def2-TZVPD

Results
**Kohn-Sham gap**: 0.3568 Ha
**Total energy**: -34291.3519 eV
**Max |F|**: 0.0925 Eh/bohr
**Spin multiplicity**: 1
**Structure (SMILES)**: CCCCN[P@@](O)(=S)c1ccccc1
**LUMO level**: 0.6 eV
**Charge**: 0
**ΔE to the lowest compared entry with this formula, charge and spin**: 0.00 kJ/mol

Each line ends with the Löwdin charge.
CARTESIAN COORDINATES (ANGSTROEM)
C -1.4640 -2.8478 3.8943  -0.099
C -0.8233 -3.8836 3.1911  -0.065
C -1.4069 -1.5496 3.4526  -0.062
C -0.2041 -3.5794 1.9817  -0.115
C -0.7706 -1.2730 2.1920  -0.057
C -0.1504 -2.3042 1.5059  -0.390
C 0.8723 3.5585 -3.2029  -0.096
C 1.6157 2.2074 -2.7856  -0.296
C 0.7966 1.5768 -1.7382  -0.280
C 1.2141 0.1008 -1.5309  -0.321
N 0.4594 -0.4987 -0.4466  -0.216
O -0.1276 -2.9999 -1.1389  -0.272
P 0.8449 -2.0346 0.0906  0.325
S 2.7006 -2.4539 0.0434  0.309
H -1.8285 -3.1616 4.8336  0.089
H -0.9999 -4.8970 3.6534  0.124
H -2.0481 -0.7597 3.8833  0.111
H 0.2454 -4.3809 1.2713  0.134
H -0.6023 -0.2527 1.8510  0.097
H 0.0507 3.4077 -3.9161  0.067
H 0.4352 3.9626 -2.1867  0.098
H 1.6642 4.2404 -3.5385  0.056
H 1.6553 1.4709 -3.6761  0.125
H 2.6924 2.1628 -2.5292  0.113
H 0.9593 2.1087 -0.7297  0.145
H -0.2320 1.6658 -2.0332  0.100
H 2.2813 -0.1276 -1.3461  0.072
H 1.0320 -0.4764 -2.5463  0.147
H -0.5609 -0.2317 -0.7331  0.159
H 0.2244 -3.8675 -1.2334  -0.002

=====

# 4
H12O6 | ωB97M-V/def2-TZVPD

Results
**Kohn-Sham gap**: 0.4154 Ha
**Total energy**: -12478.9331 eV
**Max |F|**: 0.1360 Eh/bohr
**Spin multiplicity**: 1
**Structure (SMILES)**: O.O.O.O.O.O
**LUMO level**: 0.4 eV
**Charge**: 0
**ΔE to the lowest compared entry with this formula, charge and spin**: 210.40 kJ/mol

Each line ends with the Löwdin charge.
CARTESIAN COORDINATES (ANGSTROEM)
O 0.8523 -1.0467 1.1160  -0.090
H 0.1960 -1.8263 1.1332  0.102
H 0.4381 -0.4115 0.5374  0.037
O 2.2035 -0.8846 -0.8450  -0.104
H 2.0793 -1.8193 -1.0738  0.066
H 2.4687 -0.9466 0.1087  0.066
O -0.2593 1.4052 3.0811  -0.082
H 0.2210 0.5417 3.0010  0.035
H -0.2384 1.7456 3.9739  0.022
O 1.5174 1.3509 -2.0877  -0.061
H 2.2762 0.6706 -1.8322  0.083
H 1.4637 1.8713 -1.3823  -0.059
O -1.8540 1.2093 -2.4264  -0.057
H -1.9889 1.3833 -3.3276  -0.004
H -0.9040 0.9492 -2.3870  0.029
O -2.5150 -1.5694 0.7981  -0.011
H -2.5896 -0.6676 0.9363  -0.001
H -3.3672 -1.9550 0.6765  0.029